Molecular formula: C10H17NS
Method: DFT, ωB97M-V with the def2-TZVPD basis set

```
29
Properties=species:S:1:pos:R:3:lowdin_charge:R:1
C 0.4307 0.2154 1.9687 -0.08
C 0.2935 1.4798 -0.6935 -0.71
C -0.7754 0.8109 2.0968 -0.39
C 1.3419 -0.4454 2.7898 0.00
C -2.0399 0.5037 1.3164 -0.05
C -0.8843 1.9699 2.9888 -0.07
C -0.0629 -1.5059 -0.7301 -0.01
C -0.2802 -0.7992 -3.2326 -0.04
C 2.0843 -1.0113 -2.3343 -0.04
C 0.6059 -0.7397 -1.9383 -0.57
N 0.5360 0.6353 -1.5359 0.06
S 0.5347 3.0486 -0.4191 0.63
H 2.2708 -0.8697 2.4626 0.02
H 1.0648 -0.5221 3.8641 0.06
H -2.3607 -0.3940 1.8030 0.08
H -2.7633 1.3734 1.5484 0.11
H -2.0556 0.1972 0.2642 0.06
H -0.9812 2.7966 2.3636 0.04
H -1.9237 1.9047 3.4180 0.11
H -0.0736 2.0759 3.7384 0.11
H 0.5951 -1.3675 0.0995 0.05
H -0.9552 -0.9636 -0.5448 0.03
H -0.2868 -2.5228 -1.0730 0.09
H 0.1426 -0.2707 -4.0021 0.03
H -1.2846 -0.4059 -3.0423 0.08
H -0.4420 -1.8975 -3.6229 0.12
H 2.2287 -0.2799 -3.1383 0.07
H 2.7353 -0.9941 -1.4464 0.08
H 2.3049 -2.0220 -2.9683 0.13
```

Output
- Orbital gap (alpha / beta): 8.51 / 8.51 eV
- Multiplicity: 1
- Structure (SMILES): CC(C)(C)N=C=S.C=C=C(C)C
- HOMO energy (alpha / beta): -8.3 / -8.3 eV
- Calculated total energy: -22966.034 eV
- ΔE to the lowest compared entry with this formula, charge and spin: 333.9 kJ/mol


Molecular formula: C4H6ClF
Method: DFT, ωB97M-V with the def2-TZVPD basis set

```
12
Properties=species:S:1:pos:R:3:lowdin_charge:R:1
C 0.3087 1.4359 -0.0006 -0.06
C -0.1234 0.0003 -0.0601 -0.38
C 0.9509 -0.9473 -0.0712 -0.07
C -1.3614 -0.5023 0.0236 -0.70
H -0.3236 2.2754 -0.4591 0.10
H 1.2528 1.5830 -0.4096 0.03
H 0.4963 1.6233 1.1622 0.13
H 0.3890 -1.8781 -0.2901 0.09
H 1.2265 -1.2010 0.9426 0.10
H 1.6998 -0.8876 -0.8120 0.08
F -1.5818 -1.7974 0.0160 0.00
Cl -2.9339 0.2958 -0.0417 0.66
```

Output
- Orbital gap: 9.88 eV
- Multiplicity: 1
- Structure (SMILES): CC(C)=C(F)Cl
- HOMO energy: -9.0 eV
- Calculated total energy: -19483.739 eV
- ΔE to the lowest compared entry with this formula, charge and spin: 96.7 kJ/mol


Molecular formula: C5H13N3O
Method: DFT, ωB97M-V with the def2-TZVPD basis set

```
22
Properties=species:S:1:pos:R:3:lowdin_charge:R:1
C -0.8852 -0.7087 0.2930 -0.39
C -1.9775 0.1848 0.8866 -0.08
N -1.0110 -0.8107 -1.1634 0.03
C 0.4030 1.8439 -0.2165 -0.22
O 0.0065 2.1783 -1.3322 0.03
H -1.1080 -1.7098 0.6867 0.12
H -0.8882 0.1119 -1.5940 0.05
H -1.9690 -1.0713 -1.4036 0.08
H 0.1026 2.4008 0.6874 0.13
H -1.8151 0.3412 1.9586 0.08
H -2.0449 1.1584 0.3952 0.07
H -2.9595 -0.2897 0.7720 0.08
N 1.9465 0.2216 -1.2647 0.05
N 1.4291 -1.6532 0.7672 0.04
C 1.3780 0.6936 0.0229 -0.31
C 0.6405 -0.4218 0.8133 -0.30
H 1.1892 -0.2189 -1.7955 0.06
H 2.2110 1.0375 -1.8190 0.08
H 1.7252 -1.7921 -0.2049 0.06
H 0.8734 -2.4652 1.0224 0.07
H 2.2030 1.0892 0.6265 0.14
H 0.5500 -0.1199 1.8620 0.13
```

Output
- Orbital gap: 10.05 eV
- Multiplicity: 1
- Structure (SMILES): C[C@@H](N)[C@@H](N)[C@@H](N)C=O
- HOMO energy: -9.2 eV
- Calculated total energy: -11913.083 eV
- ΔE to the lowest compared entry with this formula, charge and spin: 147.9 kJ/mol


Molecular formula: C35H47Cl3InN4O5
Method: DFT, ωB97M-V with the def2-TZVPD basis set

```
95
Properties=species:S:1:pos:R:3:lowdin_charge:R:1
In 12.3886 9.9611 10.0636 1.01
C 18.1984 12.4934 6.1197 -0.02
C 18.1358 12.7783 7.6430 -0.54
C 18.4705 14.2581 7.7989 -0.06
C 19.1741 11.9396 8.3903 -0.05
C 16.7156 12.5351 8.2007 -0.13
C 16.3431 11.5885 9.1079 0.03
C 15.0285 11.3798 9.4954 -0.18
N 14.6350 10.4916 10.4203 0.13
C 15.1732 9.8848 11.4876 -0.08
C 16.5956 9.7824 11.8385 0.06
C 16.9122 8.9204 12.8400 -0.10
C 15.8674 8.1549 13.5328 0.07
C 14.5420 8.1193 13.2936 -0.06
C 14.1664 9.0871 12.2720 -0.19
O 12.9456 9.3556 12.0627 -0.03
C 13.5257 7.3049 14.1036 -0.56
C 12.7734 6.4098 13.1465 -0.03
C 12.5627 8.2288 14.8969 -0.05
C 14.1622 6.5200 15.2470 -0.07
C 18.4037 8.7878 13.3134 -0.56
C 18.9294 7.3868 13.2058 -0.05
C 18.4414 9.1478 14.8284 -0.05
C 19.3179 9.7541 12.5760 -0.06
C 13.9857 12.2140 8.9455 -0.25
O 12.8108 11.9122 9.3626 -0.13
C 14.3061 13.2106 8.0148 -0.08
C 15.6512 13.3404 7.6472 0.08
C 13.2531 14.0611 7.3348 -0.52
C 13.8331 15.0188 6.2917 -0.07
C 12.1710 13.2235 6.6541 -0.02
C 12.6427 14.9631 8.4375 -0.04
H 19.1189 12.8275 5.8078 0.06
H 17.4187 12.9785 5.5439 0.08
H 18.1016 11.4197 5.9538 0.09
H 19.4388 14.4645 7.4083 0.07
H 18.5804 14.6152 8.8801 0.12
H 17.7610 14.8970 7.2891 0.07
H 20.1719 12.2182 8.1571 0.08
H 18.9092 10.8489 8.2629 0.10
H 19.0860 12.1098 9.4739 0.08
H 17.0993 10.8612 9.5120 0.12
H 17.3088 10.4946 11.4922 0.08
H 16.2444 7.5171 14.3104 0.10
H 12.2326 7.0631 12.4199 0.09
H 11.9715 5.9373 13.7776 0.10
H 13.3665 5.6393 12.6650 0.10
H 11.9895 8.9232 14.2939 0.06
H 13.0880 8.8346 15.6547 0.09
H 11.8139 7.5352 15.4947 0.13
H 14.8229 5.7275 14.8799 0.09
H 13.3263 6.0233 15.7624 0.09
H 14.7309 7.2008 15.9042 0.10
H 18.1980 6.6455 13.5057 0.08
H 19.8556 7.2482 13.7253 0.09
H 19.2086 7.1197 12.1826 0.09
H 17.9157 8.4226 15.5428 0.11
H 18.0566 10.1568 14.9873 0.09
H 19.4512 9.2228 15.1715 0.07
H 19.3350 9.5145 11.4884 0.10
H 20.3423 9.5627 13.0031 0.11
H 18.9393 10.7721 12.7997 0.10
H 15.8401 14.1124 6.8352 0.11
H 14.3994 14.5445 5.4588 0.10
H 14.4305 15.8275 6.7489 0.10
H 13.0482 15.6378 5.8801 0.08
H 12.5331 12.6821 5.8020 0.09
H 11.3981 13.9278 6.2395 0.11
H 11.6449 12.5487 7.2874 0.06
H 13.3238 15.7111 8.8938 0.10
H 12.2440 14.4607 9.3208 0.06
H 11.8406 15.5533 7.9884 0.09
C 7.9503 8.4516 12.1854 0.03
N 8.6443 9.6632 11.7030 -0.02
C 8.0072 10.8828 11.8437 0.00
C 8.4779 12.0156 11.2603 0.02
C 9.7806 11.9573 10.6663 -0.32
N 10.4361 10.7716 10.6568 0.13
C 9.8534 9.6309 11.0870 -0.50
O 10.4158 8.5485 10.8269 0.04
N 10.2566 12.9423 9.9627 0.22
H 6.9220 8.5982 11.9596 0.08
H 8.0500 8.4739 13.2838 0.11
H 8.3341 7.5056 11.7877 0.11
H 7.0489 10.9057 12.3928 0.15
H 8.0441 13.0180 11.4643 0.14
H 9.5974 13.6475 9.7029 0.13
H 11.2150 12.9157 9.5254 0.09
Cl 14.5473 6.5014 7.3760 0.64
C 12.8413 6.9711 7.2689 -1.48
Cl 11.7256 5.7069 7.8218 0.66
Cl 12.4662 7.4465 5.5936 0.63
C 12.6134 8.1345 8.2461 -0.85
O 11.8429 9.0323 7.9463 0.02
O 13.2094 8.0455 9.3584 -0.05
```

Output
- Orbital gap (alpha / beta): 5.67 / 5.67 eV
- Multiplicity: 1
- Total charge: +1
- HOMO energy (alpha / beta): -10.2 / -10.2 eV
- Calculated total energy: -95993.418 eV
- ΔE to the lowest compared entry with this formula, charge and spin: 35.7 kJ/mol


Question: Which value of ΔE to the lowest compared entry with this formula, charge and spin does entry 1 give?
Answer: 333.9 kJ/mol